{
  "formula": "C2H4N2S3",
  "method": "wB97M-V/def2-TZVPD",
  "elements": ["C", "C", "N", "N", "S", "S", "S", "H", "H", "H", "H"],
  "coordinates": [[-0.74492, -0.75936, -1.10299], [-0.59865, 0.41996, -0.48902], [-1.23693, -1.79659, -0.47426], [-0.71241, 1.42514, 0.09272], [-1.72304, -1.87189, 1.11216], [2.68962, 1.66964, 1.22202], [-0.80861, 2.79638, 0.89426], [-0.46060, -1.01940, -2.08630], [-1.20125, -2.69370, -0.82365], [2.38190, 1.35380, -0.03697], [2.41491, 0.47602, 1.69202]],
  "mulliken_charge": [-0.47, 0.41, -0.18, -0.05, -0.24, -0.29, -0.10, 0.40, 0.25, 0.12, 0.15],
  "molar_mass_da": 152.3,
  "relative_energy_kcal_mol": 72.25,
  "charge": 0
}